(1)
ORCA calculation (the ωB97M-V functional and the def2-TZVPD basis) on a cluster of 6 separate species, C34H69FN3O11 in total at a distorted geometry.

LUMO	0.06582	hartree
HOMO-LUMO gap	4.0845	eV
charge	-1
E_tot	-2428.358048	hartree

Last column: Mulliken charge in e.
Positions of all 118 atoms, in Å:
1 N 4.52 2.71 -1.77  -0.73
2 C 3.30 2.33 -1.69  0.43
3 N 2.87 1.20 -2.54  -0.50
4 N 2.31 2.85 -0.82  -0.18
5 C 2.17 4.34 -0.88  -0.72
6 C 0.71 4.85 -1.06  -0.60
7 C 0.04 4.48 -2.43  -0.55
8 C -1.32 5.26 -2.62  -0.70
9 C -2.35 4.98 -1.49  -0.60
10 F -2.05 5.79 -0.30  -0.37
11 C -3.77 5.51 -1.94  0.13
12 C -4.49 4.55 -2.92  0.10
13 O -4.14 4.36 -4.06  -0.56
14 C -5.78 3.85 -2.36  0.39
15 C -5.59 2.73 -1.45  -0.35
16 C -6.74 2.07 -0.85  -0.52
17 C -8.08 2.52 -1.19  -0.22
18 C -8.25 3.61 -2.12  -0.57
19 C -7.11 4.30 -2.69  -0.28
20 H 4.65 3.47 -1.10  0.27
21 H 3.53 0.46 -2.29  0.20
22 H 3.12 1.46 -3.49  0.29
23 H 1.41 2.46 -1.12  0.28
24 H 2.88 4.81 -1.62  0.38
25 H 2.52 4.73 0.12  0.24
26 H 0.75 5.97 -0.99  0.37
27 H 0.08 4.49 -0.21  0.28
28 H 0.70 4.82 -3.29  0.21
29 H -0.10 3.38 -2.58  0.32
30 H -1.77 4.84 -3.56  0.23
31 H -1.15 6.36 -2.82  0.30
32 H -3.71 6.57 -2.37  0.33
33 H -4.38 5.61 -0.99  0.03
34 H -4.56 2.39 -1.21  0.38
35 H -6.54 1.24 -0.15  0.34
36 H -8.95 2.00 -0.72  0.32
37 H -9.29 3.91 -2.37  0.31
38 H -7.28 5.15 -3.38  0.36
39 C 0.38 -3.99 0.06  -0.70
40 O 1.49 -4.61 -0.57  -0.37
41 C 1.62 -4.24 -1.93  -0.64
42 C 2.72 -3.21 -2.13  -0.07
43 O 2.38 -1.96 -1.55  -0.33
44 C 3.04 -1.74 -0.32  -0.78
45 H 0.45 -4.18 1.13  0.23
46 H 0.37 -2.91 -0.10  0.31
47 H -0.55 -4.43 -0.31  0.32
48 H 0.67 -3.86 -2.33  0.35
49 H 1.88 -5.15 -2.49  0.39
50 H 2.85 -3.04 -3.21  0.38
51 H 3.67 -3.58 -1.74  -0.01
52 H 4.11 -1.55 -0.50  0.24
53 H 2.93 -2.59 0.36  0.42
54 H 2.60 -0.86 0.15  0.28
55 C -9.35 0.17 4.84  -0.66
56 O -9.19 1.52 5.24  -0.37
57 C -7.95 2.07 4.79  -0.54
58 C -8.17 2.99 3.60  -0.53
59 O -8.56 2.25 2.45  -0.29
60 C -9.95 2.37 2.18  -0.85
61 H -10.37 -0.13 5.07  0.24
62 H -9.18 0.04 3.77  0.26
63 H -8.66 -0.48 5.40  0.33
64 H -7.23 1.29 4.55  0.33
65 H -7.55 2.66 5.62  0.37
66 H -7.22 3.47 3.35  0.40
67 H -8.89 3.77 3.83  0.35
68 H -10.18 3.38 1.82  0.31
69 H -10.55 2.16 3.07  0.43
70 H -10.22 1.66 1.40  0.23
71 C 7.97 -6.88 -0.12  -0.50
72 O 8.78 -6.05 -0.94  -0.38
73 C 8.20 -5.81 -2.22  -0.55
74 C 7.60 -4.42 -2.30  -0.61
75 O 6.45 -4.31 -1.47  -0.24
76 C 6.72 -3.60 -0.26  -0.85
77 H 8.39 -6.88 0.89  0.30
78 H 6.94 -6.52 -0.08  0.26
79 H 7.98 -7.91 -0.50  0.16
80 H 7.46 -6.58 -2.46  0.34
81 H 9.01 -5.89 -2.95  0.38
82 H 7.26 -4.25 -3.33  0.37
83 H 8.34 -3.66 -2.05  0.36
84 H 6.87 -2.54 -0.48  0.33
85 H 7.60 -4.00 0.25  0.41
86 H 5.85 -3.71 0.39  0.23
87 C 10.03 -11.79 2.82  -0.68
88 O 10.01 -12.62 1.66  -0.37
89 C 8.71 -12.71 1.09  -0.52
90 C 8.59 -11.85 -0.15  -0.60
91 O 8.63 -10.47 0.17  -0.30
92 C 9.89 -9.88 -0.12  -0.83
93 H 11.07 -11.62 3.10  0.24
94 H 9.56 -10.82 2.63  0.27
95 H 9.52 -12.29 3.65  0.32
96 H 7.94 -12.45 1.82  0.34
97 H 8.56 -13.76 0.81  0.37
98 H 7.61 -12.04 -0.62  0.39
99 H 9.36 -12.11 -0.88  0.37
100 H 10.02 -9.79 -1.21  0.32
101 H 10.71 -10.45 0.30  0.44
102 H 9.90 -8.88 0.31  0.23
103 C -3.75 7.87 1.59  -0.72
104 O -4.00 9.27 1.67  -0.40
105 C -4.84 9.73 0.62  -0.38
106 C -6.26 9.97 1.12  -0.51
107 O -6.90 8.75 1.45  -0.36
108 C -6.96 8.53 2.85  -0.66
109 H -3.25 7.56 2.51  0.29
110 H -4.68 7.30 1.49  0.31
111 H -3.09 7.65 0.74  0.33
112 H -4.84 9.03 -0.22  0.19
113 H -4.43 10.68 0.28  0.39
114 H -6.84 10.42 0.31  0.37
115 H -6.26 10.66 1.97  0.32
116 H -7.68 9.22 3.31  0.32
117 H -5.98 8.65 3.32  0.32
118 H -7.30 7.51 3.02  0.17

(2)
ORCA calculation (the ωB97M-V functional and the def2-TZVPD basis) on a structure of composition C6H16NO9S2Sn at a distorted geometry.

LUMO (alpha / beta)	-0.05740 / -0.05220	hartree
multiplicity	2
HOMO-LUMO gap (alpha / beta)	6.0174 / 6.9055	eV
E_tot	-1980.518670	hartree

Last column: Mulliken charge in e.
Positions of all 35 atoms, in Å:
1 Sn -0.14 0.39 -4.33  0.84
2 N 1.73 2.81 -2.27  1.04
3 O 2.05 1.94 -3.04  -0.66
4 O 2.32 3.80 -2.19  -0.65
5 O 0.77 2.62 -1.54  -0.59
6 O 2.58 -3.29 -2.49  -0.60
7 S 1.82 -2.33 -1.73  1.06
8 O 0.72 -1.61 -2.38  -0.46
9 O 1.20 -3.22 -0.47  -0.36
10 C 0.31 -2.56 0.40  -0.09
11 C 0.94 -2.47 1.81  -0.89
12 C 3.04 -1.16 -0.87  -0.77
13 H -0.63 -3.12 0.42  0.40
14 H -0.12 -1.60 0.11  0.04
15 H 1.44 -3.40 2.10  0.32
16 H 0.24 -2.03 2.52  0.30
17 H 1.73 -1.73 1.69  0.17
18 H 2.70 -0.67 0.04  0.25
19 H 3.20 -0.46 -1.69  0.30
20 H 3.92 -1.75 -0.63  0.34
21 O -1.76 0.46 -1.88  -0.36
22 S -2.49 0.75 -0.66  0.97
23 O -3.88 0.32 -0.44  -0.61
24 O -1.56 0.25 0.66  -0.26
25 C -2.02 0.38 2.03  -0.48
26 C -1.04 1.35 2.82  -0.83
27 C -2.44 2.62 -0.31  -1.03
28 H -1.95 -0.66 2.35  0.32
29 H -3.07 0.63 2.16  0.38
30 H -0.99 2.25 2.20  0.22
31 H -0.02 0.96 2.86  0.25
32 H -1.35 1.65 3.82  0.37
33 H -1.40 2.84 -0.03  0.30
34 H -3.31 2.94 0.25  0.33
35 H -2.52 3.11 -1.28  0.43

(3)
ORCA calculation (the ωB97M-V functional and the def2-TZVPD basis) on a structure of composition C17H31IN6O2SV at a distorted geometry.

LUMO (alpha / beta)	-0.18325 / -0.18899	hartree
multiplicity	4
HOMO-LUMO gap (alpha / beta)	8.0203 / 8.8655	eV
charge	+2
E_tot	-2784.921313	hartree

Last column: Mulliken charge in e.
Positions of all 59 atoms, in Å:
1 V 1.23 -0.02 1.33  1.10
2 N 0.15 0.67 5.54  -0.36
3 C -0.22 0.57 4.26  0.50
4 O 0.60 0.44 3.35  -0.70
5 C -1.70 0.64 3.98  -0.82
6 I -2.45 -1.29 3.45  0.05
7 H 1.13 0.61 5.77  0.24
8 H -0.52 0.77 6.28  0.21
9 H -1.88 1.30 3.13  0.26
10 H -2.28 0.97 4.84  0.52
11 C 4.04 0.84 2.69  -0.71
12 O 3.21 -0.26 2.28  -0.34
13 H 4.37 1.42 1.83  0.28
14 H 4.91 0.47 3.24  0.30
15 H 3.44 1.46 3.35  0.22
16 H 3.76 -0.89 1.80  0.31
17 C 1.92 4.58 0.72  -1.05
18 C 1.71 3.17 0.90  0.52
19 N 1.54 2.04 1.05  -0.07
20 H 1.37 5.13 1.48  0.32
21 H 1.57 4.88 -0.27  0.32
22 H 2.98 4.81 0.81  0.31
23 C -0.61 -2.62 -2.43  -1.17
24 N 0.73 -2.38 -1.94  0.26
25 C 1.38 -3.55 -1.39  -1.12
26 C 1.28 -1.15 -1.89  0.45
27 S 2.48 -0.75 -0.72  -0.58
28 N 0.89 -0.23 -2.79  0.32
29 C 0.49 -0.59 -4.14  -1.25
30 C 1.20 1.18 -2.59  -1.23
31 H -1.13 -3.24 -1.69  0.38
32 H -0.62 -3.17 -3.38  0.36
33 H -1.16 -1.69 -2.55  0.33
34 H 1.39 -4.34 -2.14  0.37
35 H 0.83 -3.92 -0.52  0.30
36 H 2.40 -3.32 -1.11  0.41
37 H 0.75 -1.63 -4.34  0.41
38 H 1.05 0.04 -4.84  0.47
39 H -0.57 -0.44 -4.31  0.34
40 H 1.06 1.45 -1.54  0.29
41 H 0.51 1.76 -3.21  0.46
42 H 2.22 1.40 -2.89  0.35
43 N -0.56 0.07 0.38  -0.03
44 C -1.56 0.16 -0.20  0.03
45 C -2.75 0.26 -0.95  0.37
46 C -2.84 1.22 -1.97  -0.20
47 C -4.00 1.32 -2.70  -0.79
48 C -5.07 0.47 -2.43  -0.38
49 C -4.98 -0.48 -1.42  -0.75
50 C -3.82 -0.59 -0.67  -0.24
51 H -2.00 1.88 -2.17  0.50
52 H -4.09 2.06 -3.49  0.44
53 H -5.98 0.56 -3.01  0.43
54 H -5.82 -1.13 -1.21  0.44
55 H -3.74 -1.32 0.12  0.43
56 N 0.96 -2.13 1.97  -0.54
57 H 1.08 -2.18 2.98  0.29
58 H 1.65 -2.76 1.55  0.30
59 H 0.05 -2.53 1.77  0.16

(4)
ORCA calculation (the ωB97M-V functional and the def2-TZVPD basis) on a structure of composition C23H60F6KNO25S8 at a distorted geometry.

LUMO	-0.03253	hartree
energy relative to the best compared isomer or geometry (same formula, charge and spin)	0.00	kcal per mole
HOMO-LUMO gap	9.1286	eV
E_tot	-7232.449465	hartree

Last column: Mulliken charge in e.
Positions of all 124 atoms, in Å:
1 K 11.55 11.32 -20.60  0.93
2 C 9.82 14.85 -19.57  0.34
3 F 8.56 14.73 -19.98  -0.23
4 F 10.73 14.61 -20.54  -0.21
5 F 9.97 16.15 -19.29  -0.12
6 S 10.02 13.80 -17.91  0.46
7 O 11.36 14.22 -17.39  -0.21
8 O 8.88 14.24 -17.13  -0.58
9 N 9.90 12.27 -18.66  -0.07
10 S 10.14 11.24 -17.47  0.79
11 O 11.23 10.35 -17.91  -0.66
12 O 10.21 11.75 -16.08  -0.52
13 C 8.53 10.14 -17.45  0.42
14 F 8.62 9.48 -18.66  -0.24
15 F 8.58 9.24 -16.46  -0.12
16 F 7.38 10.82 -17.50  -0.20
17 C 7.22 11.94 -21.09  -0.53
18 O 8.58 11.66 -20.99  -0.41
19 H 6.82 11.60 -22.05  0.26
20 H 6.62 11.56 -20.27  0.17
21 H 7.22 13.03 -21.08  0.22
22 H 8.92 11.80 -20.11  0.44
23 C 14.07 14.10 -19.86  -0.67
24 O 13.62 12.83 -19.48  -0.30
25 H 14.92 14.56 -19.36  0.40
26 H 14.13 14.10 -20.95  0.34
27 H 13.22 14.74 -19.60  0.06
28 H 14.39 12.30 -19.27  0.20
29 C 9.52 6.41 -15.54  -0.49
30 O 10.01 5.53 -14.62  -0.58
31 H 10.26 7.22 -15.62  0.24
32 H 9.30 5.92 -16.48  0.25
33 H 8.64 6.89 -15.11  0.29
34 H 10.43 5.96 -13.87  0.30
35 O 3.04 7.31 -18.10  -0.60
36 S 3.27 8.01 -16.85  1.10
37 O 2.10 8.60 -16.16  -0.59
38 O 4.27 7.18 -15.80  -0.28
39 C 5.23 6.22 -16.25  0.02
40 C 5.68 5.52 -14.93  -1.23
41 C 4.49 9.42 -17.27  -1.03
42 H 6.13 6.67 -16.65  0.13
43 H 4.88 5.51 -17.01  0.34
44 H 5.92 6.30 -14.21  0.29
45 H 6.54 4.92 -15.22  0.38
46 H 4.88 4.89 -14.53  0.37
47 H 3.78 10.05 -17.80  0.43
48 H 5.32 9.11 -17.91  0.27
49 H 4.94 9.93 -16.42  0.39
50 O 7.71 19.58 -14.86  -0.64
51 S 7.45 18.15 -14.86  1.15
52 O 7.07 17.46 -13.58  -0.58
53 O 6.28 17.80 -16.06  -0.36
54 C 6.43 18.55 -17.28  0.00
55 C 5.58 17.87 -18.37  -1.16
56 C 8.81 17.26 -15.70  -0.67
57 H 7.44 18.64 -17.68  0.23
58 H 6.01 19.55 -17.23  0.28
59 H 4.59 17.48 -18.14  0.34
60 H 6.15 17.08 -18.85  0.15
61 H 5.21 18.58 -19.11  0.38
62 H 9.49 16.96 -14.90  0.15
63 H 9.26 17.86 -16.50  0.37
64 H 8.29 16.37 -16.05  0.34
65 O 11.22 14.57 -11.06  -0.65
66 S 10.48 14.76 -12.31  1.16
67 O 9.35 13.89 -12.59  -0.65
68 O 9.92 16.26 -12.38  -0.12
69 C 9.30 16.82 -11.20  -0.43
70 C 10.23 17.31 -10.13  -1.02
71 C 11.65 14.82 -13.74  -0.77
72 H 8.74 15.98 -10.79  0.37
73 H 8.57 17.57 -11.51  0.29
74 H 11.23 17.40 -10.55  0.26
75 H 10.22 16.69 -9.23  0.28
76 H 9.87 18.25 -9.70  0.37
77 H 10.99 14.44 -14.52  0.17
78 H 12.50 14.14 -13.67  0.50
79 H 11.91 15.87 -13.85  0.24
80 O 13.83 17.70 -19.51  -0.55
81 S 14.37 18.07 -20.81  1.09
82 O 15.22 17.12 -21.52  -0.65
83 O 13.09 18.53 -21.75  -0.33
84 C 12.20 19.56 -21.41  -0.20
85 C 10.83 19.01 -21.90  -1.01
86 C 15.28 19.76 -20.63  -0.93
87 H 12.37 20.54 -21.86  0.30
88 H 12.28 19.69 -20.33  0.36
89 H 10.11 19.72 -21.51  0.38
90 H 10.72 18.04 -21.41  0.10
91 H 10.76 18.89 -22.99  0.32
92 H 14.65 20.42 -20.04  0.33
93 H 15.68 20.21 -21.54  0.38
94 H 16.13 19.56 -19.97  0.28
95 O 11.93 5.96 -17.44  -0.42
96 S 13.15 5.36 -17.93  1.04
97 O 13.28 4.74 -19.22  -0.60
98 O 14.38 6.49 -17.94  -0.35
99 C 14.04 7.85 -18.07  -0.11
100 C 14.52 8.55 -16.79  -1.11
101 C 13.94 4.27 -16.66  -0.92
102 H 13.00 7.99 -18.35  0.28
103 H 14.61 8.27 -18.90  0.27
104 H 13.69 8.51 -16.09  0.21
105 H 14.62 9.64 -16.76  0.36
106 H 15.40 8.00 -16.46  0.35
107 H 15.01 4.17 -16.80  0.34
108 H 13.46 3.30 -16.78  0.36
109 H 13.75 4.62 -15.65  0.32
110 O 14.94 15.90 -13.99  -0.58
111 S 14.93 16.82 -15.10  1.23
112 O 14.57 18.25 -14.89  -0.65
113 O 16.49 16.75 -15.72  -0.34
114 C 16.84 17.81 -16.65  0.27
115 C 18.23 17.36 -17.23  -1.31
116 C 14.03 15.94 -16.55  0.00
117 H 16.92 18.84 -16.30  0.28
118 H 16.06 17.81 -17.41  -0.11
119 H 18.25 16.44 -17.81  0.32
120 H 19.00 17.35 -16.45  0.36
121 H 18.59 18.18 -17.85  0.41
122 H 14.16 16.57 -17.43  -0.16
123 H 12.97 15.85 -16.29  0.08
124 H 14.41 14.93 -16.71  0.33